Computed, not measured: an isolated ion of composition C2H5N2 and charge +1 at a distorted geometry, with wB97M-V/def2-TZVPD.

CARTESIAN COORDINATES (ANGSTROEM)
1 N 1.0857 1.5158 -1.2010
2 N 0.4767 -0.2057 0.5446
3 C 0.7869 0.6581 -0.4373
4 C -0.8027 -0.8297 0.4312
5 H -1.5592 -0.1303 0.0444
6 H -1.0401 -1.2105 1.4151
7 H -0.7193 -1.6153 -0.1864
8 H 0.6985 -0.0259 1.5420
9 H 1.0735 1.8435 -2.1526

Atoms 1-6, force components in eV/Å:
N -1.584 -3.223 2.028
N 1.745 2.759 -1.110
C 0.894 1.276 0.930
C -2.051 1.600 1.291
H 0.053 -0.324 0.440
H -0.391 0.092 0.094

Properties
- max |F| (eV/A) = 4.12
- total charge = +1
- energy (Ha) = -188.38756
- E_HOMO (eV) = -16.39
- molecular weight (g mol⁻¹) = 57.08
- SMILES = CNC#[NH+]


Computed, not measured: a 2-piece molecular cluster, C2H5N2 overall at a distorted geometry, with wB97M-V/def2-TZVPD.

CARTESIAN COORDINATES (ANGSTROEM)
1 N -2.2117 0.3487 0.3679
2 N -1.1629 -0.2744 0.5164
3 C 2.7867 -0.4073 -0.4440
4 C -3.0343 0.9420 -0.2190
5 H 3.3478 0.5317 -0.1908
6 H -1.0981 -1.0323 1.3260
7 H -3.8771 1.7111 -0.3077
8 H 3.4351 -1.1173 -0.9848
9 H 1.8144 -0.7022 -0.0641

Atoms 1-6, force components in eV/Å:
N -1.005 0.131 -1.135
N 1.901 -2.296 1.884
C 1.715 0.480 -0.252
C -1.513 1.695 1.060
H -1.210 -0.939 -0.030
H -0.706 1.896 -1.618

Properties
- max |F| (eV/A) = 3.53
- total charge = +1
- energy (Ha) = -188.17472
- spin multiplicity = 3
- E_HOMO (spin up / spin down) (eV) = -11.51 / -15.88
- molecular weight (g mol⁻¹) = 57.08


Computed, not measured: a 2-piece molecular cluster, C2H5N2O overall at a distorted geometry, with wB97M-V/def2-TZVPD.

CARTESIAN COORDINATES (ANGSTROEM)
1 O -2.8954 1.1707 1.0009
2 N 0.4225 0.9450 0.7000
3 N -2.1535 0.4296 1.3285
4 C 0.9721 0.1496 -0.0719
5 C 0.2916 -0.9267 -0.8395
6 H 2.0260 0.2317 -0.2962
7 H 1.0464 1.4828 1.2794
8 H 0.4355 -1.7106 -0.1843
9 H 0.6109 -0.9672 -1.8399
10 H -0.7562 -0.8049 -1.0770

Atoms 1-6, force components in eV/Å:
O 2.872 -2.564 1.115
N -1.980 0.304 1.659
N -1.906 2.723 -1.278
C 0.188 -0.275 -2.091
C -1.130 2.328 -0.296
H 0.612 -0.107 0.338

Properties
- max |F| (eV/A) = 4.01
- total charge = +1
- energy (Ha) = -263.53896
- E_HOMO (spin up / spin down) (eV) = -15.01 / -14.82
- molecular weight (g mol⁻¹) = 73.07


Computed, not measured: an isolated ion of composition C2H5N2O and charge +1 at a distorted geometry, with wB97M-V/def2-TZVPD.

CARTESIAN COORDINATES (ANGSTROEM)
1 O -0.7783 -1.9669 -1.1753
2 N 0.0130 1.1021 0.4989
3 N 0.0651 0.2017 -0.2302
4 C 0.2210 -1.5441 -0.4755
5 C -0.0546 2.1763 1.1498
6 H -1.0246 2.5967 1.3724
7 H 0.1605 -1.8782 0.5634
8 H 0.8298 2.7802 1.3094
9 H 1.2346 -1.5180 -0.8757
10 H -0.6664 -1.9498 -2.1373

Atoms 1-6, force components in eV/Å:
O -0.587 -0.036 -0.425
N 0.178 -1.244 -0.649
N -0.169 1.155 -0.383
C 0.692 -0.061 1.801
C -0.082 0.535 -0.062
H -0.181 -0.317 0.179

Properties
- max |F| (eV/A) = 1.93
- total charge = +1
- energy (Ha) = -263.56701
- E_HOMO (eV) = -14.69
- molecular weight (g mol⁻¹) = 73.07
- SMILES = C=[N+]=NCO


Computed, not measured: a 2-piece molecular cluster, C2H5N2O2 overall at a distorted geometry, with wB97M-V/def2-TZVPD.

CARTESIAN COORDINATES (ANGSTROEM)
1 O -2.0268 2.3074 1.1731
2 O -2.1296 -0.0026 1.6947
3 N 2.0806 -0.1420 -1.3925
4 N 0.8126 -0.6289 0.5413
5 C 1.0067 -0.6963 -0.8061
6 C -2.1331 1.0178 0.9308
7 H 0.7236 -1.5038 -1.4524
8 H 2.3920 -0.6518 -2.2709
9 H 1.5683 -0.2331 0.8979
10 H -2.2493 0.9546 -0.2371
11 H -0.0449 -0.4214 0.9212

Atoms 1-6, force components in eV/Å:
O -0.213 -3.754 0.212
O 0.294 1.808 -1.572
N -1.060 -0.924 1.246
N -1.364 -2.241 -3.819
C 4.620 -0.120 -2.565
C 0.017 2.925 0.023

Properties
- max |F| (eV/A) = 5.29
- total charge = -1
- energy (Ha) = -339.20622
- E_HOMO (eV) = -4.07
- molecular weight (g mol⁻¹) = 89.07


Computed, not measured: a 2-piece molecular cluster, C2H5N2O2 overall at a distorted geometry, with wB97M-V/def2-TZVPD.

CARTESIAN COORDINATES (ANGSTROEM)
1 O -1.9726 2.0190 -0.8048
2 O 0.4831 -0.9350 2.0631
3 N -1.1220 0.9460 -1.1321
4 N -0.3830 0.5918 0.1065
5 C 0.4396 -0.3764 0.1978
6 C 1.3606 -0.9685 -0.5524
7 H -0.3309 -0.5309 2.4958
8 H 1.7847 -0.3852 -1.3538
9 H 2.0576 -1.8028 -0.2649
10 H -0.6522 1.3916 0.7174
11 H -1.6649 0.0504 -1.4725

Atoms 1-6, force components in eV/Å:
O 0.787 -1.596 0.073
O -1.142 1.132 -1.584
N -0.884 -0.164 -1.649
N -2.383 1.405 -0.457
C 1.369 -0.767 3.155
C 1.410 -0.931 0.621

Properties
- max |F| (eV/A) = 3.52
- total charge = -1
- energy (Ha) = -339.00830
- E_HOMO (eV) = -2.40
- molecular weight (g mol⁻¹) = 89.07


Computed, not measured: a 2-piece molecular cluster, C2H5N2O2 overall at a distorted geometry, with wB97M-V/def2-TZVPD.

CARTESIAN COORDINATES (ANGSTROEM)
1 O 0.5280 3.0635 0.9182
2 O 0.4045 0.8303 1.7002
3 N -0.5227 -0.2403 -0.6784
4 N 0.4656 -2.5146 -1.3880
5 C 0.0725 2.1039 1.5878
6 C 0.3725 -1.2698 -1.2950
7 H 1.2524 -0.7232 -1.6546
8 H -0.9245 2.6029 2.1986
9 H 0.0222 -0.0672 0.2222
10 H -0.3835 -2.9522 -1.1404
11 H -1.2871 -0.8334 -0.4706

Atoms 1-6, force components in eV/Å:
O 0.264 -2.000 0.559
O -0.946 3.722 -0.177
N 2.366 -3.089 -1.225
N -0.101 -0.300 -0.987
C -0.982 0.179 0.343
C 1.388 3.880 0.605

Properties
- max |F| (eV/A) = 4.16
- total charge = -1
- energy (Ha) = -339.21334
- E_HOMO (eV) = -4.28
- molecular weight (g mol⁻¹) = 89.07


Computed, not measured: an isolated ion of composition C2H5N2OS2 and charge +1 at a distorted geometry, with wB97M-V/def2-TZVPD.

CARTESIAN COORDINATES (ANGSTROEM)
1 S 2.8509 0.5218 0.0829
2 S 1.3182 -1.0077 -0.0504
3 O -2.3754 0.6834 0.1431
4 N -0.3032 1.7318 -0.2337
5 N -1.2445 -1.6635 0.0023
6 C -1.2124 0.7318 -0.0898
7 C -0.4676 -0.6504 -0.1561
8 H -1.0035 -2.6977 0.1809
9 H -0.4280 2.6115 0.2526
10 H 3.7201 0.2179 -0.9414
11 H -2.2020 -1.5607 -0.2278
12 H 0.6931 1.4607 -0.2931

Atoms 1-6, force components in eV/Å:
S -0.799 -0.144 0.186
S -0.385 -0.540 -0.092
O -0.642 0.562 -0.029
N 0.334 -0.282 0.552
N 1.363 -2.801 -0.035
C 2.015 -0.212 -0.289

Properties
- max |F| (eV/A) = 3.12
- total charge = +1
- energy (Ha) = -1060.04903
- E_HOMO (eV) = -14.40
- molecular weight (g mol⁻¹) = 137.21
- SMILES = NC(=O)C(=[NH2+])SS